10
Properties=species:S:1:pos:R:3:forces:R:3 method="wB97M-V/def2-TZVPD" multiplicity=1 e_above_lowest_kcal_mol=71.9 gap_ev=9.00 lumo_energy_ha=0.03559 homo_energy_ha=-0.2950
S 1.003327 0.264953 -0.527934 -1.5 -0.8 -0.2
N -0.822985 1.593764 0.418952 -1.5 1.3 -2.0
N -0.134990 1.184230 1.366004 1.4 -1.5 2.8
N -0.352646 1.307132 -0.734920 -0.8 0.7 -0.9
N 1.047190 0.568669 1.016018 1.5 -0.3 1.7
C 0.001233 -1.353588 -0.954747 0.8 0.8 2.8
H 0.351463 -2.101225 -0.194037 -0.6 0.7 -0.5
H -1.054378 -1.085127 -0.888896 0.2 -0.3 0.0
H 0.315563 -1.692115 -1.883290 0.4 -0.5 -2.0
H -0.353776 1.313307 2.382849 0.1 -0.1 -1.8

---

90
Properties=species:S:1:pos:R:3:forces:R:3 method="wB97M-V/def2-TZVPD" multiplicity=1 gap_ev=8.34 lumo_energy_ha=-0.02455 homo_energy_ha=-0.3311
Br -1.775076 1.713983 -3.785743 0.7 0.4 0.8
Br -2.745416 -1.171677 -3.211596 0.2 -0.3 1.1
F 1.960655 -3.260336 8.929830 0.6 0.2 0.1
F 3.154496 -4.914443 9.632835 0.4 0.3 -0.2
F -7.517240 2.677548 -4.308290 -0.1 0.1 0.6
F 1.332352 0.859164 -6.132019 -0.1 0.1 -0.6
F -7.384875 0.686724 -3.506151 -0.1 0.3 0.4
F 0.190746 -0.523506 -7.324600 0.1 0.5 -0.4
F 2.772614 -3.231929 10.924866 0.4 0.2 -0.3
F 2.337378 -0.525180 -7.451960 0.0 0.4 -0.3
F -5.776275 2.089803 -3.180155 -0.3 0.1 0.4
O 1.233586 2.676239 -2.793108 0.4 0.0 1.3
O -7.602442 1.548535 -0.975913 0.3 0.1 -0.6
O 2.611377 3.069613 -1.012222 -0.5 -0.1 -0.5
O 0.479344 1.237511 -9.429432 0.0 -0.4 0.4
O 2.115243 2.263213 -8.278568 -0.1 -0.7 0.3
O 5.289231 -2.973466 10.036055 -0.7 -0.3 -0.1
O 2.736893 -4.508143 0.690364 -0.1 0.6 0.3
O 4.424998 -2.402144 8.041709 -0.5 -0.3 0.1
O -8.340562 3.502578 -1.807382 0.2 -0.1 -0.5
O -1.734336 -3.764116 2.731739 0.5 0.4 0.2
C 2.167487 1.664482 -3.211247 1.5 -1.3 -0.8
C 1.410950 -2.184808 -0.672091 -2.9 0.6 0.7
C 2.003673 -3.760975 1.294791 -0.7 0.5 0.7
C -2.043573 -0.269262 -1.567155 0.7 -0.1 0.6
C -9.622741 1.601292 0.374489 -0.2 0.0 -0.3
C -7.777273 2.455278 -1.945587 -0.4 0.1 1.3
C 0.997745 -2.824625 0.558803 -0.3 0.7 -0.4
C -0.939097 -1.105379 -0.867415 2.2 -1.8 1.1
C 1.261328 0.277548 -7.346416 -0.2 -1.2 1.2
C -0.634747 -3.336729 2.475055 0.8 0.3 -0.4
C -1.646361 1.251308 -1.849410 -2.0 0.3 0.8
C 2.130122 0.338749 -2.355834 -0.4 0.3 -0.3
C 6.556335 -2.413996 9.648457 0.7 0.4 -0.1
C 3.153652 -3.806510 3.647674 -1.8 0.1 0.8
C -7.117014 1.977100 -3.239977 0.5 -0.6 -1.5
C 6.561375 -0.911003 9.839421 -0.3 0.1 0.0
C 1.950130 -3.688050 2.851983 -0.8 0.3 0.4
C 4.312857 -2.898073 9.126741 1.3 0.4 -0.1
C 0.596572 -3.495704 3.428326 2.2 -0.2 1.0
C 2.201923 3.272645 -9.298592 0.0 0.6 -0.4
C 1.555345 3.225490 -1.572939 -0.6 0.8 0.5
C -1.262012 -1.780736 0.407696 0.7 0.1 -0.7
C 0.508498 -3.467636 4.879646 1.5 -0.4 -0.9
C 0.982615 -0.712347 -2.736917 0.7 -0.6 0.7
C -0.333168 -2.620021 1.132173 1.2 0.7 -1.5
C 3.046197 -3.573474 9.654702 -1.4 -0.6 0.7
C 1.123672 4.320420 -9.110899 -0.3 -0.1 0.2
C -2.768727 2.160034 -1.157583 0.3 0.2 -1.3
C 1.206187 1.301867 -8.480927 0.3 1.1 -0.8
C 3.059633 -3.752848 5.106581 -2.1 0.1 -1.9
C -8.137456 1.893851 0.312912 -0.4 0.0 0.6
C 0.444263 -1.326599 -1.395844 -0.7 -0.7 0.7
C 0.409877 4.073482 -0.904120 -0.3 -0.5 -0.9
C 1.727199 -3.604547 5.694738 0.4 0.0 -1.3
H 3.138232 -0.151137 -2.482516 -1.0 0.5 0.2
H 2.016643 0.590680 -1.270750 0.3 -0.1 -0.9
H 3.184334 3.733564 -9.196315 0.0 -0.2 0.2
H 0.197406 -0.329685 -3.432473 0.5 -0.1 0.8
H 3.231928 2.037392 -3.184901 -1.2 0.0 0.2
H 1.668508 -3.596624 6.811192 -0.2 0.1 -1.4
H -7.922234 2.936543 0.553484 0.0 0.0 -0.3
H 6.290119 -0.654445 10.865543 0.1 -0.1 0.0
H -10.009963 1.788963 1.376993 0.1 0.0 0.0
H 4.125988 -3.938126 3.119127 -0.9 0.1 0.6
H 2.431586 -2.327659 -1.084292 -0.9 0.0 0.4
H -2.739016 3.136631 -1.719290 -0.1 -0.7 1.0
H -0.673413 1.564290 -1.406160 -0.5 -0.6 -0.9
H 7.306967 -2.869286 10.294253 -0.3 -0.2 0.1
H 7.547695 -0.499485 9.620824 0.0 -0.1 0.0
H -2.589501 2.308026 -0.064567 -0.2 -0.2 -0.9
H 1.169782 4.741405 -8.104361 0.1 0.0 -0.1
H 6.802344 -2.690184 8.621632 -0.3 0.0 0.0
H -3.789066 1.736331 -1.377173 1.0 0.3 0.4
H -9.819436 0.560813 0.107965 0.1 0.0 0.1
H -10.176365 2.222362 -0.331439 0.1 0.1 0.1
H 0.128965 3.888442 -9.231500 0.1 0.0 -0.1
H -0.501684 -3.356571 5.339684 1.1 -0.1 -0.3
H 5.833126 -0.428035 9.185912 0.1 -0.1 -0.1
H -2.288711 -1.629520 0.831922 1.1 -0.2 -0.4
H 1.496810 -1.559156 -3.279861 -0.7 0.8 0.4
H -0.530636 4.057831 -1.519311 1.0 0.0 0.5
H 0.176158 3.601343 0.081422 0.4 0.5 -0.7
H 1.985207 1.417082 -4.297854 -0.2 0.5 1.5
H -2.925969 -0.257008 -0.871075 0.9 -0.1 -0.8
H 1.240553 5.126137 -9.837063 0.0 -0.1 0.0
H 3.997603 -3.826894 5.699951 -1.1 0.1 -0.3
H 0.727426 5.136969 -0.763379 -0.1 -1.0 0.0
H -7.611021 1.278371 1.042508 0.1 -0.1 -0.3
H 2.157406 2.822540 -10.291869 -0.1 -0.2 0.2

---

48
Properties=species:S:1:pos:R:3:forces:R:3 method="wB97M-V/def2-TZVPD" multiplicity=1 e_above_lowest_kcal_mol=107.4 gap_ev=4.19 lumo_energy_ha=-0.01579 homo_energy_ha=-0.1696
Te -1.393463 -1.278694 -1.804947 -0.1 -0.5 0.4
Sr -1.160342 0.437168 0.591798 0.1 -1.5 -10.9
S 0.658352 2.042859 -2.112484 0.2 0.6 0.8
S 0.184248 -1.281128 2.144465 3.1 -2.6 1.7
O -0.671863 -2.427330 2.557848 -0.4 0.4 -0.2
N 1.571649 0.529746 -4.066347 -0.1 0.1 0.1
N -3.070853 -0.831041 1.672747 0.1 1.2 1.6
N -0.649008 1.101261 -4.199376 0.1 0.0 0.1
N -0.356030 3.198916 1.679781 -0.5 -0.4 0.2
C 0.109600 -0.961133 -5.276582 0.0 0.0 0.0
C 1.799233 -1.975027 1.657073 -0.1 0.0 -0.6
C 1.489421 -0.333932 -5.233486 0.0 0.1 0.0
C -0.821363 2.002835 2.355991 -0.4 1.2 1.8
C 0.509570 1.153164 -3.531171 0.0 -0.2 -0.5
C 1.950794 -2.227009 0.167899 -0.1 -0.1 -0.1
C 1.985111 0.347716 3.710978 -0.1 0.1 -0.1
C -2.382202 0.111520 2.580938 0.1 0.9 0.6
C -0.950958 0.123730 -5.246556 0.1 0.0 0.1
C 0.870016 -0.693834 3.772526 -0.3 -0.1 -0.3
C -2.382721 1.669745 2.168322 0.2 -0.1 1.1
H -0.027864 -1.578408 -4.385233 0.0 -0.1 -0.1
H 2.565272 -1.289059 2.014483 0.0 0.0 0.0
H 2.918204 -2.698221 -0.016438 0.0 0.0 0.0
H -1.266682 -0.009937 2.422166 -2.2 -1.1 2.6
H 2.083147 0.801777 2.719451 -0.1 0.0 0.0
H 1.885256 -1.307218 -0.415105 0.0 0.0 0.0
H 0.596506 3.390860 1.967230 0.0 0.1 -0.2
H 1.830166 -2.901805 2.234195 0.0 0.1 0.1
H -4.068431 -0.709106 1.808919 -0.1 -0.1 -0.4
H -2.821964 -1.759640 2.009045 0.1 -0.2 -0.4
H -0.156096 1.139443 2.046742 0.2 2.0 2.0
H 1.682690 0.250907 -6.139832 0.0 0.0 0.0
H 1.208827 -1.631870 4.210839 -0.1 0.0 0.0
H 2.259246 -1.100212 -5.149792 0.0 0.0 0.0
H 1.817712 1.155105 4.422766 0.0 0.0 0.0
H 1.160920 -2.874513 -0.211425 0.0 0.0 0.0
H -0.006260 -1.572052 -6.172068 0.0 0.0 0.0
H 2.405831 0.565439 -3.508939 0.0 0.0 0.0
H -1.909848 -0.329867 -4.995379 0.0 0.1 0.0
H -0.727876 2.043659 3.450601 0.2 0.0 0.0
H -2.795791 1.870135 1.150815 0.1 0.2 0.8
H -2.955194 2.282862 2.860188 0.0 0.0 0.0
H -2.544618 -0.000135 3.652380 -0.2 0.0 0.0
H -0.934431 3.969484 1.995308 0.1 0.2 -0.2
H -1.425169 1.413636 -3.637061 0.0 -0.1 0.0
H 2.952042 -0.100008 3.931251 0.0 0.0 0.0
H -1.020290 0.640671 -6.207714 -0.1 0.0 0.0
H 0.005504 -0.371463 4.353189 0.0 0.1 0.0

---

21
Properties=species:S:1:pos:R:3:forces:R:3 method="wB97M-V/def2-TZVPD" multiplicity=1 e_above_lowest_kcal_mol=54.9 gap_ev=9.51 lumo_energy_ha=0.03142 homo_energy_ha=-0.3181
O 0.856544 -1.881116 1.859285 0.1 0.3 0.3
O 0.746001 2.389950 -1.562714 -0.2 0.2 0.1
N -1.336027 -0.353661 -0.582495 -0.1 -0.5 -0.6
C -1.336366 -1.368246 -1.663615 -0.3 0.5 1.1
C -0.139002 -0.319844 0.261673 -1.0 0.5 0.2
C -0.339732 -1.138790 1.549755 1.7 -0.3 -1.0
C 0.210154 1.150485 0.516433 1.5 -0.1 0.4
C 1.287409 1.713075 -0.420778 -0.4 0.0 -0.8
H 2.002394 2.369915 0.080525 -0.1 0.0 0.2
H -1.022391 -1.916391 1.228474 -0.6 0.0 0.8
H -0.306963 -1.531966 -1.936953 0.2 0.0 -0.6
H 1.834043 0.903961 -0.899237 0.3 -0.2 0.3
H -1.938630 -0.974424 -2.466160 0.1 0.0 -0.6
H -2.164498 -0.473481 -0.012419 0.0 0.1 0.0
H 1.511790 -1.274670 2.234532 -0.2 -0.2 -0.1
H -1.762603 -2.333272 -1.380349 0.0 -0.1 0.2
H -0.088286 2.822118 -1.340040 0.2 -0.1 0.1
H -0.561107 -0.496947 2.402381 -0.8 -0.3 0.0
H 0.530936 1.303694 1.556381 0.1 -0.1 -0.1
H 0.651939 -0.832114 -0.280898 0.2 0.1 0.0
H -0.645247 1.782072 0.397461 -0.9 0.2 0.0

---

49
Properties=species:S:1:pos:R:3:forces:R:3 method="wB97M-V/def2-TZVPD" multiplicity=1 e_above_lowest_kcal_mol=0.0 gap_ev=4.93 lumo_energy_ha=-0.08162 homo_energy_ha=-0.2627
Cl 3.207212 0.241830 -1.378449 -0.1 0.2 0.2
Cl 3.234080 0.235945 -4.408047 -0.2 0.2 -0.2
Cl 3.964316 -2.267924 -2.882565 -0.6 0.1 0.0
O 1.469098 -1.150515 -2.904353 -3.9 2.6 0.0
N 0.371436 1.687099 1.848195 -0.1 0.8 -0.4
C -1.806182 0.564004 -2.932667 0.8 -0.1 0.0
C -0.028004 4.162329 2.079023 0.2 -0.1 0.0
C 0.077163 -1.978319 0.979724 -0.3 -0.3 -0.1
C -2.539140 -2.118156 -2.908387 -0.3 -0.2 0.0
C 0.483906 -4.297944 0.449316 0.0 -0.2 -0.1
C 0.950336 -3.021803 0.659435 0.0 0.4 0.0
C 0.613281 -0.660291 1.236606 -0.2 0.9 0.1
C -3.132454 0.211113 -2.945590 -0.3 0.1 0.0
C -0.622445 2.751685 2.143830 0.3 -0.5 -0.1
C 1.694063 1.803752 2.521591 -0.5 -0.3 -0.4
C -3.506427 -1.124613 -2.934381 0.3 -0.1 0.0
C -0.804868 -0.433930 -2.908795 -1.2 -0.8 0.0
C -0.867059 -4.568703 0.552705 -0.1 -0.4 -0.1
C 2.272329 3.224937 2.484008 -0.2 0.1 -0.1
C -0.123788 0.452972 1.445643 1.2 0.1 0.4
C -1.748699 -3.553653 0.868013 -0.2 0.0 -0.1
C 0.569461 -0.161358 -2.907575 2.8 -2.5 0.1
C 1.230778 4.250998 2.948961 0.1 0.0 0.0
C -1.212290 -1.781512 -2.894925 0.5 0.1 0.0
C -1.287361 -2.274874 1.080818 0.3 0.1 0.0
B 2.875368 -0.758879 -2.894436 2.2 0.0 0.0
H 0.958280 4.031036 3.989414 0.0 0.0 0.0
H -1.986254 -1.504739 1.352412 -0.2 0.2 0.1
H 1.173478 -5.089761 0.207419 0.1 -0.1 -0.1
H 0.939005 0.852239 -2.915838 0.2 0.3 0.0
H -3.895597 0.971662 -2.967910 0.0 0.2 0.0
H -4.548111 -1.396150 -2.948122 -0.2 0.0 0.0
H 1.684306 -0.580456 1.257789 0.3 -0.1 0.1
H 1.645452 5.269217 2.953934 -0.1 -0.3 -0.1
H -1.230679 -5.569631 0.388818 -0.1 -0.2 0.0
H -1.446089 2.654133 1.426841 0.2 0.0 0.1
H -1.524849 1.601662 -2.946135 0.1 0.3 0.0
H -2.824196 -3.156301 -2.902640 -0.1 -0.2 0.0
H 0.226904 4.405078 1.039964 0.0 -0.1 0.1
H -1.048093 2.563404 3.135386 0.0 0.2 0.2
H -1.190225 0.395291 1.327524 -0.4 0.3 0.0
H 2.390211 1.111976 2.037033 -0.2 0.2 0.1
H -0.444050 -2.534700 -2.875467 0.1 -0.2 0.0
H -2.802370 -3.766173 0.955036 -0.2 0.0 0.0
H 2.003643 -2.815865 0.579512 0.3 0.1 0.0
H 2.594474 3.461702 1.461719 -0.1 -0.1 0.1
H -0.769651 4.913091 2.386682 0.1 -0.3 0.1
H 1.580059 1.464011 3.557400 0.0 0.0 0.2
H 3.180247 3.285099 3.101517 -0.3 -0.2 0.0

---

12
Properties=species:S:1:pos:R:3:forces:R:3 method="wB97M-V/def2-TZVPD" multiplicity=1 e_above_lowest_kcal_mol=43.2 gap_ev=10.06 lumo_energy_ha=0.03558 homo_energy_ha=-0.3342
S 2.725079 2.928092 -2.086617 1.0 0.4 -0.4
C 4.240932 3.069154 -1.070416 -0.4 2.0 2.0
C -4.390699 -3.567662 1.840636 -0.9 1.6 -2.2
C -3.652815 -2.780787 1.026743 0.9 -0.3 2.3
H -4.053009 -3.866250 2.791842 0.6 -0.5 0.8
H 4.108843 2.825022 0.077164 -0.4 1.3 -2.2
H 4.984234 2.393090 -1.254090 1.6 -2.4 -1.3
H -2.634554 -2.527740 1.459140 -1.1 -0.2 -1.0
H 3.290718 3.528812 -3.205550 -0.5 -0.6 0.9
H -3.952562 -2.260736 0.116029 -0.1 -0.5 0.2
H -5.453379 -3.775052 1.635850 0.6 -0.1 -0.1
H 4.787209 4.034056 -1.330730 -1.2 -0.8 1.1

---

8
Properties=species:S:1:pos:R:3:forces:R:3 method="wB97M-V/def2-TZVPD" multiplicity=1 e_above_lowest_kcal_mol=60.1 gap_ev="7.91 / 7.89" lumo_energy_ha="-0.00569 / -0.00599" homo_energy_ha="-0.2963 / -0.2959"
S 1.012225 0.760464 -0.117300 0.0 -0.5 0.3
C -1.809080 0.510358 -0.116312 -0.6 -0.1 -0.3
C 1.868612 -0.677637 0.037175 -1.5 1.2 0.0
C -0.615670 0.790364 0.318290 1.8 -0.5 -0.1
H -2.019876 0.064180 -1.084936 0.1 0.0 0.0
H -2.676482 0.746519 0.483264 -0.1 0.0 0.1
H 1.351964 -1.610386 0.135778 -0.1 -0.3 0.1
H 2.888310 -0.583862 0.344042 0.4 0.1 0.0

---

79
Properties=species:S:1:pos:R:3:forces:R:3 method="wB97M-V/def2-TZVPD" multiplicity=5 e_above_lowest_kcal_mol=27.2 gap_ev="6.25 / 5.05" total_charge=+3 s2=6.033 lumo_energy_ha="-0.29317 / -0.43143" homo_energy_ha="-0.5229 / -0.6169"
Ir -0.252882 -0.326202 0.073460 1.0 1.6 1.6
S -1.375464 1.615906 0.250549 -0.3 0.6 -0.5
S -0.846149 -0.687326 -4.960804 0.6 0.0 -1.5
P -1.422798 -1.710265 1.547199 -1.7 -1.6 -0.8
P 1.188309 -0.207404 1.884825 1.2 0.4 1.6
P 1.482645 0.611731 -1.089094 0.3 -0.3 -1.0
N -0.153291 3.516724 1.766462 -0.2 -0.9 0.2
N -2.090381 2.447769 2.672836 1.2 0.3 -1.2
C 3.026792 -2.977488 -5.124523 0.2 -0.5 0.0
C 2.094088 -3.305129 -4.132585 -0.9 0.3 0.8
C -2.604605 -1.377201 2.905910 0.5 0.4 0.6
C -2.113517 3.326702 3.838476 -0.3 0.3 0.7
C 0.902644 -2.582417 -4.073804 0.5 -1.1 0.4
C 2.266073 -1.673033 2.025513 0.0 0.1 0.2
C 0.571825 3.937081 2.969969 0.0 0.3 0.3
C 0.551479 -1.687274 -5.113930 -0.3 0.0 0.4
C -0.139676 4.529711 0.688517 -0.1 -0.2 -0.2
C -2.652892 -2.061212 0.288857 0.1 -0.6 -0.2
C -0.671715 -3.356304 1.820123 0.0 0.0 0.4
C -3.039251 -1.975211 -2.542797 -0.3 -1.0 -0.6
C 2.007097 2.318951 -0.663335 0.0 0.1 0.2
C 0.392110 -0.110472 3.540943 0.2 0.1 0.2
C -3.395483 1.859750 2.348143 -0.3 -0.7 0.1
C 0.965827 0.791140 -2.807916 0.0 0.2 -0.6
C 1.410215 -1.549122 -6.218849 1.1 0.6 -0.3
C 2.641226 -2.199935 -6.219632 -0.4 0.7 -0.6
C -1.129980 2.544838 1.730578 -1.3 1.5 0.6
C 2.433242 1.122663 2.142337 0.0 0.2 0.1
C 2.960621 -0.446552 -1.217963 0.3 0.2 -0.2
C -2.189423 -3.015684 -2.622623 -1.0 -0.1 -0.2
H 1.146273 0.198983 4.278228 -0.2 -0.2 -0.1
H 2.299645 -4.089969 -3.381653 0.1 0.8 -0.4
H 1.351758 -0.068143 -3.374644 -0.2 0.4 0.2
H 0.130930 -3.535186 1.092086 -0.3 0.1 0.2
H 1.976894 2.928334 -1.574373 0.1 -0.2 0.2
H -3.186882 -3.001052 0.478462 -0.1 0.2 0.0
H 1.143134 -0.840718 -7.001400 0.1 -0.4 -0.1
H -1.706699 -1.608327 -4.555831 -0.1 -0.3 0.6
H 1.977390 2.108114 1.998140 0.2 -0.3 0.0
H 0.900820 4.779707 0.457999 -0.2 0.1 0.0
H 2.648901 -1.491727 -1.344522 0.0 0.3 0.1
H 3.024547 2.345443 -0.256922 -0.3 0.0 -0.1
H -0.635166 4.111220 -0.199960 0.2 0.4 0.3
H -1.317700 3.073021 4.551640 -0.3 0.2 -0.3
H 3.497360 -0.131400 -2.122979 0.1 -0.1 0.3
H 0.710452 3.103347 3.669171 -0.2 0.3 -0.2
H -2.025471 -3.739716 -1.801313 -0.2 0.6 -0.5
H -0.415630 0.634492 3.550248 0.2 -0.3 -0.1
H -2.051663 4.390770 3.552048 0.0 -0.5 0.1
H -0.131481 0.824544 -2.884263 0.5 0.0 0.1
H 1.682978 -2.573426 2.224331 0.2 0.1 0.0
H -2.899439 -2.341358 3.343687 0.2 0.2 -0.1
H 3.625010 -0.356721 -0.348332 -0.2 0.0 -0.3
H 1.572654 4.264556 2.660691 -0.2 -0.1 0.0
H -0.009947 -1.080488 3.855679 0.1 0.2 0.0
H 2.963634 -1.505080 2.857154 -0.1 -0.1 -0.2
H 3.328784 -2.080762 -7.065094 -0.3 0.1 0.4
H -0.666666 5.439896 1.023215 0.2 -0.4 -0.1
H 4.060773 -3.327029 -5.030075 -0.5 -0.1 -0.2
H -3.740999 1.295756 3.225423 -0.1 0.2 -0.4
H -1.447852 -4.122086 1.683858 0.2 0.2 0.2
H -0.269526 -3.414626 2.842414 -0.1 -0.2 -0.3
H -3.273832 -1.330663 -3.391255 0.1 -0.2 0.1
H -1.775325 -3.352647 -3.579456 0.1 0.3 0.3
H 2.832470 -1.814577 1.100672 -0.1 0.0 0.2
H 0.257088 -2.626810 -3.194788 0.2 -0.3 -0.3
H -3.350950 -1.214945 0.204271 0.3 -0.3 0.0
H 1.312711 2.758884 0.065551 0.4 -0.3 -0.3
H -3.297921 1.198299 1.474025 -0.2 0.3 0.6
H 0.081715 4.791034 3.464567 0.3 -0.3 -0.1
H 2.794150 1.074165 3.181639 0.0 -0.1 -0.4
H -3.502779 -0.899747 2.492212 0.4 -0.2 0.1
H -3.074167 3.156748 4.341033 0.3 0.2 -0.1
H -2.023325 -2.148651 -0.608565 -0.8 0.0 0.5
H -3.717428 -1.818702 -1.700483 0.6 0.1 -0.4
H 3.294933 1.018321 1.473318 -0.2 0.0 0.2
H -4.122877 2.657181 2.103140 0.5 -0.2 0.2
H -2.171095 -0.733310 3.675844 -0.3 -0.3 0.0
H 1.383135 1.720319 -3.211680 -0.1 -0.2 -0.2